Entry 1:
C21H21As2NO12W as an isolated structure. Source: the OMol25 dataset; level of theory: ωB97M-V/def2-TZVPD.

Last column: Löwdin charge in e.
CARTESIAN COORDINATES (ANGSTROEM)
W1 -1.464 0.289 1.538  1.846
O1 -1.206 -1.523 3.004  0.063
C1 -0.724 -0.543 3.594  -0.488
O2 0.114 0.200 2.912  -0.172
C2 -1.664 0.269 4.488  -0.107
C3 -1.988 0.597 5.781  0.069
C4 -2.956 1.602 5.936  0.037
C5 -3.522 2.273 4.850  0.080
C6 -3.127 1.871 3.588  -0.120
N1 -2.285 0.868 3.472  0.009
C7 -3.391 2.452 2.222  -0.413
O3 -4.153 3.309 1.955  0.238
O4 -2.557 1.859 1.276  -0.180
H1 -1.516 0.132 6.633  0.139
H2 -3.242 1.892 6.938  0.137
H3 -4.220 3.088 4.982  0.147
C8 2.881 2.606 -3.186  0.054
O5 3.492 2.612 -1.862  0.096
C9 3.280 1.748 -0.970  -0.467
O6 3.716 2.004 0.220  -0.094
C10 2.401 0.565 -0.841  -0.291
C11 2.144 -0.479 -1.620  -0.272
As1 0.900 -1.917 -1.095  1.349
C12 -0.028 -2.165 -2.810  -0.256
C13 -0.592 -0.786 -0.372  -0.379
C14 -0.786 0.613 -0.244  -0.227
As2 2.362 0.970 1.112  1.412
C15 3.483 -0.515 1.681  -0.259
C16 -0.435 1.761 -1.134  -0.504
O7 0.509 2.475 -0.914  0.106
O8 -1.207 1.944 -2.191  0.031
C17 -2.398 1.146 -2.377  0.011
C18 -1.716 -1.590 0.032  -0.569
O9 -2.685 -1.013 0.687  -0.087
O10 -1.685 -2.874 -0.132  -0.042
C19 -2.747 -3.683 0.463  0.053
C20 3.049 -0.728 -2.804  -0.511
O11 3.956 0.001 -3.108  0.138
O12 2.801 -1.903 -3.360  -0.081
C21 3.719 -2.307 -4.410  0.022
H4 3.630 2.267 -3.890  0.105
H5 2.604 3.641 -3.356  0.119
H6 2.004 1.966 -3.184  0.094
H7 0.505 -2.908 -3.393  0.033
H8 -0.095 -1.233 -3.368  0.043
H9 -1.025 -2.536 -2.586  0.031
H10 3.126 -1.458 1.264  0.025
H11 3.465 -0.564 2.768  0.032
H12 4.498 -0.331 1.328  0.051
H13 -2.913 1.594 -3.219  0.114
H14 -3.030 1.196 -1.494  0.100
H15 -2.135 0.115 -2.618  0.090
H16 -2.501 -4.702 0.189  0.112
H17 -3.705 -3.386 0.048  0.111
H18 -2.729 -3.552 1.542  0.103
H19 3.394 -3.296 -4.712  0.103
H20 4.732 -2.330 -4.017  0.107
H21 3.657 -1.605 -5.237  0.107

Total charge ... +2
E ... -171662.682 eV
LUMO energy ... -7.27 eV
Orbital gap ... 0.2678 Ha
Energy relative to the best compared isomer or geometry (same formula, charge and spin) ... 2.0 kcal/mol



Entry 2:
C26H28AuN3O2Sb as an isolated structure. Source: the OMol25 dataset; level of theory: ωB97M-V/def2-TZVPD.

Last column: Löwdin charge in e.
CARTESIAN COORDINATES (ANGSTROEM)
Au1 0.175 0.949 0.165  1.096
C1 3.527 1.066 -2.691  0.016
O1 3.610 2.128 -1.668  0.121
C2 2.535 2.038 -0.962  -0.297
N1 1.738 1.023 -1.187  0.012
C3 2.518 0.088 -2.094  -0.201
C4 1.736 -0.743 -3.068  -0.221
C5 1.411 -2.046 -2.691  -0.071
C6 0.749 -2.892 -3.570  -0.053
C7 0.432 -2.447 -4.848  -0.038
C8 0.768 -1.156 -5.237  -0.041
C9 1.412 -0.303 -4.350  -0.033
C10 2.274 3.004 0.132  -0.124
C11 2.941 4.166 0.483  0.099
C12 2.481 4.852 1.609  0.062
C13 1.394 4.387 2.353  0.098
C14 0.787 3.220 1.926  -0.122
N2 1.249 2.583 0.858  0.006
C15 -0.354 2.462 2.495  -0.286
N3 -0.864 1.444 1.853  -0.018
C16 -1.880 0.792 2.720  -0.221
C17 -1.808 1.677 3.994  0.045
O2 -0.831 2.737 3.656  0.126
C18 -1.580 -0.667 2.958  -0.243
C19 -0.269 -1.135 3.039  -0.062
C20 -0.021 -2.468 3.338  -0.054
C21 -1.080 -3.337 3.571  -0.045
C22 -2.387 -2.872 3.503  -0.036
C23 -2.637 -1.542 3.196  -0.043
H1 4.521 0.651 -2.820  0.162
H2 3.193 1.557 -3.602  0.137
H3 3.036 -0.588 -1.408  0.161
H4 1.744 -2.421 -1.728  0.113
H5 0.531 -3.912 -3.282  0.123
H6 -0.049 -3.115 -5.550  0.128
H7 0.541 -0.816 -6.238  0.129
H8 1.662 0.695 -4.686  0.119
H9 3.785 4.522 -0.092  0.153
H10 2.980 5.763 1.913  0.148
H11 1.039 4.916 3.228  0.154
H12 -2.855 0.904 2.247  0.134
H13 -1.405 1.154 4.857  0.155
H14 -2.741 2.173 4.242  0.153
H15 0.572 -0.460 2.910  0.104
H16 0.998 -2.824 3.418  0.122
H17 -0.886 -4.371 3.823  0.127
H18 -3.213 -3.542 3.706  0.128
H19 -3.661 -1.182 3.173  0.129
C24 -3.439 -0.367 -0.059  -0.242
Sb1 -1.516 -0.830 -0.786  1.429
C25 -1.778 -0.494 -2.842  -0.233
C26 -1.094 -2.801 -0.191  -0.218
H20 -4.131 -0.803 -0.783  0.046
H21 -3.599 0.709 -0.031  0.035
H22 -3.598 -0.823 0.913  -0.001
H23 -2.363 -1.331 -3.225  0.051
H24 -0.828 -0.434 -3.360  -0.021
H25 -2.344 0.430 -2.945  0.040
H26 -1.717 -3.453 -0.804  0.048
H27 -1.367 -2.883 0.860  -0.001
H28 -0.045 -3.036 -0.339  0.014

Total charge ... +3
E ... -46184.613 eV
LUMO energy ... -10.92 eV
Orbital gap ... 0.2400 Ha
Energy relative to the best compared isomer or geometry (same formula, charge and spin) ... 0.0 kcal/mol



Entry 3:
C31H30FeN8O5PS2 as an isolated structure. Source: the OMol25 dataset; level of theory: ωB97M-V/def2-TZVPD.

Last column: Löwdin charge in e.
CARTESIAN COORDINATES (ANGSTROEM)
Fe1 0.546 2.086 0.018  0.607
N1 4.738 0.994 0.477  0.089
C1 3.521 1.564 0.582  -0.858
S1 2.803 2.188 -0.874  0.624
N2 3.022 1.629 1.802  0.001
N3 1.782 2.155 1.800  -0.103
C2 1.280 2.624 2.875  -0.072
C3 -0.041 3.254 2.754  -0.273
C4 -0.677 3.856 3.830  -0.033
C5 -1.910 4.455 3.627  -0.057
C6 -2.468 4.440 2.360  -0.039
C7 -1.767 3.821 1.333  -0.105
N4 -0.588 3.243 1.526  0.061
H1 5.085 0.773 -0.439  0.082
H2 5.080 0.476 1.269  0.092
H3 1.821 2.622 3.818  0.129
H4 -0.204 3.852 4.804  0.117
H5 -2.427 4.932 4.449  0.112
H6 -3.424 4.900 2.156  0.109
H7 -2.149 3.774 0.322  0.103
N5 0.225 3.136 -3.390  0.195
C8 -0.710 2.572 -2.593  -0.499
O1 -0.741 2.902 -1.367  -0.124
C9 -1.614 1.641 -3.147  -0.140
C10 -1.527 1.340 -4.528  -0.231
N6 -1.374 1.147 -5.656  0.156
C11 -2.631 1.000 -2.393  -0.238
N7 -3.560 0.147 -2.700  0.138
H8 0.874 3.780 -2.972  0.106
H9 0.278 2.926 -4.371  0.097
C12 -1.892 0.596 4.430  -0.251
S2 -1.302 0.004 2.837  0.809
C13 -2.805 -0.856 2.379  -0.239
O2 -0.289 -1.051 3.150  -0.542
H10 -2.232 -0.254 5.022  0.058
H11 -2.695 1.317 4.275  0.055
H12 -1.051 1.080 4.923  0.043
H13 -3.619 -0.138 2.291  0.060
H14 -3.012 -1.619 3.129  0.066
H15 -2.627 -1.310 1.407  0.021
O3 0.113 0.157 -0.293  -0.381
P1 0.540 -1.225 -0.729  0.856
C14 2.108 -1.718 -0.005  -0.261
C15 3.110 -2.301 -0.777  -0.059
C16 4.297 -2.703 -0.182  -0.080
C17 4.481 -2.525 1.183  -0.088
C18 3.488 -1.934 1.952  -0.076
C19 2.301 -1.523 1.364  -0.089
C20 0.713 -1.361 -2.510  -0.283
C21 1.243 -0.277 -3.209  -0.085
C22 1.424 -0.361 -4.579  -0.078
C23 1.080 -1.521 -5.257  -0.069
C24 0.564 -2.606 -4.565  -0.066
C25 0.380 -2.529 -3.192  -0.073
C26 -0.716 -2.417 -0.256  -0.273
C27 -0.538 -3.341 0.769  -0.062
C28 -1.580 -4.188 1.120  -0.070
C29 -2.794 -4.114 0.453  -0.074
C30 -2.977 -3.189 -0.569  -0.066
C31 -1.941 -2.343 -0.924  -0.091
H16 2.966 -2.440 -1.841  0.105
H17 5.073 -3.158 -0.784  0.104
H18 5.404 -2.849 1.648  0.104
H19 3.633 -1.789 3.014  0.112
H20 1.522 -1.078 1.972  0.075
H21 1.516 0.625 -2.677  0.039
H22 1.820 0.487 -5.122  0.108
H23 1.199 -1.572 -6.332  0.108
H24 0.291 -3.509 -5.095  0.106
H25 -0.032 -3.376 -2.658  0.110
H26 0.401 -3.391 1.303  0.105
H27 -1.441 -4.904 1.919  0.108
H28 -3.602 -4.778 0.730  0.106
H29 -3.925 -3.115 -1.086  0.114
H30 -2.089 -1.627 -1.724  0.094
O4 -4.075 0.138 -1.335  -0.044
N8 -3.078 1.127 -1.028  -0.143
O5 -2.601 1.231 0.089  0.027

2S+1 ... 6
Total charge ... 0
E ... -120136.679 eV
LUMO energy (spin up / spin down) ... -0.40 / -0.55 eV
Orbital gap (spin up / spin down) ... 0.2634 / 0.2577 Ha
Energy relative to the best compared isomer or geometry (same formula, charge and spin) ... 19.6 kcal/mol



Entry 4:
C8H14N4O2 as an isolated structure. Source: the OMol25 dataset; level of theory: ωB97M-V/def2-TZVPD.

Last column: Löwdin charge in e.
CARTESIAN COORDINATES (ANGSTROEM)
C1 1.413 2.509 -0.906  -0.184
C2 1.287 1.955 1.119  -0.204
C3 1.533 -0.952 -0.007  -0.370
C4 -1.517 -0.349 1.190  -0.044
C5 -1.876 1.283 -0.648  -0.016
C6 -1.410 -1.197 -1.053  -0.059
C7 3.693 -1.560 -0.306  -0.021
C8 -1.049 0.007 -0.257  -0.634
N1 1.980 3.455 -0.246  0.027
N2 1.909 3.067 1.093  0.015
N3 0.904 1.508 -0.121  -0.084
N4 0.308 0.325 -0.551  0.078
O1 1.220 -1.807 0.772  0.132
O2 2.643 -0.664 -0.541  0.036
H1 1.296 2.495 -1.990  0.127
H2 0.983 1.407 2.115  0.163
H3 -2.633 -0.767 1.034  0.129
H4 -1.103 -1.235 1.528  0.031
H5 -1.505 0.417 1.949  0.070
H6 -2.958 0.842 -0.700  0.122
H7 -1.523 1.731 -1.592  0.086
H8 -1.725 1.873 0.227  0.056
H9 -1.350 -1.141 -2.075  0.056
H10 -0.816 -2.053 -0.638  0.098
H11 -2.479 -1.463 -0.841  0.099
H12 4.707 -1.102 -0.327  0.122
H13 3.815 -2.292 -1.115  0.108
H14 3.452 -2.122 0.514  0.060

Total charge ... 0
E ... -18574.386 eV
LUMO energy ... 0.58 eV
Orbital gap ... 0.3687 Ha
Energy relative to the best compared isomer or geometry (same formula, charge and spin) ... 60.0 kcal/mol



Entry 5:
A 2-piece molecular cluster, C5H10N3O overall. Source: the OMol25 dataset; level of theory: ωB97M-V/def2-TZVPD.

Last column: Löwdin charge in e.
CARTESIAN COORDINATES (ANGSTROEM)
C1 -3.931 -0.654 0.477  -0.099
C2 -2.774 1.037 -0.147  -0.183
C3 0.680 -0.588 -0.785  -0.009
C4 3.938 0.490 0.598  0.008
C5 1.899 0.199 -0.574  -0.013
N1 -4.032 0.636 0.078  0.097
N2 -2.630 -0.947 0.517  0.020
N3 -1.902 0.092 0.128  -0.018
O1 2.921 -0.323 0.050  -0.031
H1 -4.747 -1.261 0.686  0.112
H2 -2.420 1.940 -0.483  0.094
H3 0.679 -1.567 -0.539  0.056
H4 -0.206 -0.069 -0.116  0.129
H5 0.183 -0.292 -1.749  0.131
H6 4.759 0.510 -0.089  0.102
H7 4.269 -0.050 1.521  0.134
H8 3.390 1.454 0.717  0.117
H9 2.059 1.217 -1.007  0.175
H10 -2.136 -1.825 0.717  0.179

Total charge ... +1
E ... -11855.514 eV
LUMO energy ... -5.06 eV
Orbital gap ... 0.3157 Ha
Energy relative to the best compared isomer or geometry (same formula, charge and spin) ... 75.3 kcal/mol



Entry 6:
C6H19BrCuN5O3 as an isolated structure. Source: the OMol25 dataset; level of theory: ωB97M-V/def2-TZVPD.

Last column: Löwdin charge in e.
CARTESIAN COORDINATES (ANGSTROEM)
Cu1 0.216 -0.056 0.115  0.444
Br1 -1.482 -0.735 -1.922  0.086
C1 -0.406 -3.411 1.078  -0.795
O1 0.146 -2.373 0.741  -0.027
N1 0.251 -4.419 1.445  0.197
N2 -1.688 -3.604 1.119  0.195
H1 -0.279 -5.129 1.930  0.136
H2 1.224 -4.298 1.204  0.144
H3 -2.259 -2.796 0.917  0.115
H4 -2.094 -4.413 1.568  0.125
C2 2.885 -0.793 -1.961  -0.742
O2 1.912 -0.338 -1.348  -0.033
N3 3.894 -1.258 -1.326  0.192
N4 3.023 -1.010 -3.214  0.197
H5 4.370 -1.827 -2.012  0.125
H6 3.756 -1.288 -0.326  0.141
H7 2.296 -0.847 -3.896  0.140
H8 3.788 -1.514 -3.639  0.130
C3 -2.954 2.483 1.759  -0.055
C4 -1.821 1.845 1.000  -0.406
C5 -0.755 2.824 0.420  -0.180
O3 0.162 2.160 -0.375  -0.269
C6 0.737 2.894 -1.414  -0.072
N5 -1.172 0.726 1.733  0.067
H9 -3.709 1.745 2.031  0.088
H10 -3.483 3.206 1.139  0.094
H11 -2.616 3.022 2.643  0.089
H12 -2.379 1.469 0.142  0.110
H13 -0.182 3.393 1.152  0.138
H14 -1.134 3.644 -0.191  0.132
H15 -0.017 3.445 -1.977  0.098
H16 1.190 2.282 -2.195  0.096
H17 1.395 3.639 -0.967  0.106
H18 -1.993 0.219 2.032  0.093
H19 -0.820 1.111 2.597  0.104

2S+1 ... 2
Total charge ... +1
E ... -134799.612 eV
LUMO energy (spin up / spin down) ... -2.33 / -5.65 eV
Orbital gap (spin up / spin down) ... 0.3721 / 0.2417 Ha
Energy relative to the best compared isomer or geometry (same formula, charge and spin) ... 0.0 kcal/mol